Record 1
Below is a molecular structure, C37H25AsBrCl2NO2ReSe3Te, with properties calculated with ωB97M-V with the def2-TZVPD basis set.

XYZ file:
```
74
Properties=species:S:1:pos:R:3
Re -1.58396 0.46748 0.42640
Br 0.78391 0.70806 2.30567
C -0.14640 1.71368 3.59593
C 0.40868 1.90023 4.82792
C -0.23554 2.73753 5.75734
C -1.37764 3.38191 5.38834
C -1.94931 3.20091 4.10373
C -3.09523 3.94291 3.74452
C -3.61058 3.80926 2.49206
C -3.05974 2.88146 1.59362
C -1.98403 2.05241 1.87589
C -1.36685 2.30170 3.16343
H 1.34657 1.42323 5.07730
H 0.19430 2.88483 6.73895
H -1.87121 4.06195 6.07194
H -3.52592 4.62607 4.46584
H -4.46377 4.39807 2.18113
H -3.52930 2.81974 0.62203
Se -1.34937 2.27298 -1.29873
Se -3.10493 2.19145 -2.88585
Te -3.99111 -0.11800 -2.40090
Se -4.05143 0.27046 0.05212
Cl -1.63087 -3.76867 -2.40434
C -1.92052 -3.64565 -0.70653
C -2.22795 -4.80262 0.02406
C -2.44635 -4.75196 1.37231
Cl -2.83230 -6.20296 2.24178
C -2.36189 -3.52297 2.06914
C -2.56698 -3.34900 3.45157
C -2.45686 -2.10137 4.00005
C -2.13795 -1.00929 3.18009
N -1.93223 -1.14332 1.88502
C -2.04881 -2.37731 1.31588
C -1.82583 -2.40206 -0.09479
O -1.53862 -1.29142 -0.69203
H -2.29217 -5.74537 -0.50064
H -2.81476 -4.20607 4.06252
H -2.61409 -1.93530 5.05569
H -2.05888 -0.01279 3.59064
O 0.61722 -0.08323 -0.21614
As 1.54224 -0.06200 -1.59477
C 1.97040 1.72855 -2.12096
C 1.92749 2.12442 -3.44964
C 2.20413 3.44405 -3.77802
C 2.51948 4.35486 -2.78238
C 2.56557 3.95329 -1.45368
C 2.29150 2.63868 -1.11929
C 3.18574 -0.93036 -1.13894
C 4.33892 -0.69355 -1.87607
C 5.51450 -1.34484 -1.53395
C 5.53256 -2.22175 -0.45774
C 4.38021 -2.44996 0.27966
C 3.20066 -1.80379 -0.05922
C 0.81125 -0.97625 -3.11055
C 1.46285 -2.07153 -3.66334
C 0.91492 -2.70607 -4.76894
C -0.27438 -2.24519 -5.31359
C -0.92571 -1.15571 -4.75232
C -0.38716 -0.51936 -3.64733
H 1.66038 1.41675 -4.22528
H 2.16116 3.76105 -4.81144
H 2.72438 5.38546 -3.03957
H 2.80389 4.66894 -0.67840
H 2.29618 2.32832 -0.07987
H 4.32630 0.00148 -2.70831
H 6.41641 -1.16347 -2.10334
H 6.45171 -2.72609 -0.19000
H 4.40009 -3.13011 1.12071
H 2.29341 -1.96577 0.51095
H 2.39075 -2.43515 -3.23801
H 1.41521 -3.56316 -5.19981
H -0.69998 -2.74210 -6.17568
H -1.85937 -0.80021 -5.16887
H -0.90300 0.32363 -3.20495
```

Multiplicity ... 4
HOMO-LUMO gap (spin up / spin down) ... 6.58 / 5.79 eV
Highest occupied orbital energy (spin up / spin down) ... -6.90 / -6.92 eV
Energy ... -405749.7430 eV
Net charge ... 0
ΔE to the lowest compared entry with this formula, charge and spin ... 9.3 kJ/mol

Record 2
Below is a molecular structure, C25H27N4O7ReS2, with properties calculated with ωB97M-V with the def2-TZVPD basis set.

XYZ file:
```
66
Properties=species:S:1:pos:R:3
Re 0.83738 -0.78858 -0.33150
C 0.41158 -1.38078 4.06640
C 0.30248 -1.69248 2.60740
N 0.79228 -0.79878 1.76670
N 1.42018 0.25202 2.33990
C 2.39688 0.77422 1.70520
S 3.02958 0.04612 0.23060
S 3.20498 2.18952 2.33910
C 2.84158 3.34212 0.94240
C 1.59098 4.09952 1.25420
C 1.63928 5.47702 1.43600
C 0.49048 6.18392 1.73990
C -0.71482 5.51662 1.90030
C -0.77532 4.14582 1.70320
C 0.36878 3.44012 1.38400
C -0.15892 -2.97238 2.13960
C -0.85882 -3.84748 2.99560
C -1.11132 -5.15528 2.65950
C -0.67352 -5.65228 1.42890
C -0.03082 -4.82658 0.54440
C 0.22808 -3.46968 0.84340
O 0.83888 -2.75938 -0.04940
H 1.46748 -1.27278 4.32220
H -0.05132 -0.41368 4.27000
H -0.02192 -2.14438 4.70150
H 3.70568 3.99882 0.86780
H 2.75238 2.74032 0.04050
H 2.57978 5.99672 1.34220
H 0.53698 7.25502 1.86670
H -1.59762 6.06322 2.19510
H -1.71742 3.62852 1.81220
H 0.31548 2.37252 1.23900
H -1.23082 -3.48108 3.94080
H -1.63882 -5.80018 3.34510
H -0.86212 -6.67938 1.15650
H 0.29008 -5.18698 -0.42020
C -2.12012 1.33212 -0.64970
O -1.61702 0.35722 0.25510
C -2.54952 -0.65058 0.57110
C -2.77442 -1.62778 -0.58690
O -1.50622 -1.97228 -1.11380
C -1.58352 -3.00538 -2.07360
H -3.09882 1.69462 -0.32130
H -2.20712 0.92862 -1.66230
H -1.41072 2.15632 -0.65450
H -3.50882 -0.20818 0.86790
H -2.11722 -1.19268 1.41510
H -3.39572 -1.17738 -1.37290
H -3.28302 -2.52638 -0.20880
H -2.12202 -3.86868 -1.66710
H -0.56332 -3.30148 -2.30470
H -2.08892 -2.66818 -2.98450
O 0.94948 2.59062 -5.21420
C 1.10788 1.32792 -5.54040
O 1.21848 0.94142 -6.67220
C 1.14968 0.32162 -4.42340
C 1.38398 -1.03328 -4.61160
N 1.35138 -1.62058 -3.40770
N 1.09668 -0.73678 -2.44230
C 0.98108 0.45652 -3.03410
C 0.76248 1.62062 -2.11070
O 0.66628 2.76142 -2.53760
O 0.72068 1.26582 -0.88530
H 0.85858 2.78022 -4.24340
H 1.56358 -1.55868 -5.52800
H 1.53878 -2.58688 -3.18330
```

Multiplicity ... 2
HOMO-LUMO gap (spin up / spin down) ... 5.35 / 6.06 eV
Highest occupied orbital energy (spin up / spin down) ... -11.00 / -10.99 eV
Energy ... -70450.0740 eV
Net charge ... +1
ΔE to the lowest compared entry with this formula, charge and spin ... 195.7 kJ/mol

Record 3
Below is a single C5H11NOS molecule, with properties calculated with ωB97M-V with the def2-TZVPD basis set.

XYZ file:
```
19
Properties=species:S:1:pos:R:3
C 2.98844 -0.09375 -0.26427
N 1.74528 -0.45342 0.53550
C 0.76564 -1.04413 -0.26475
C -0.51931 -0.25184 0.06637
C -1.73352 -1.05593 -0.05955
O -2.97464 -0.30526 -0.14676
C -0.36898 0.72540 1.16857
S -0.16620 1.34051 -0.44650
H 2.84644 0.62694 -1.18680
H 3.85499 0.17590 0.39734
H 3.50345 -0.95779 -0.87488
H 2.14925 -0.75431 1.39784
H 1.00734 -1.07998 -1.48888
H 0.73777 -2.27725 -0.09656
H -1.45104 -1.72660 -0.96809
H -1.83104 -1.69663 0.87566
H -2.85906 0.45520 -0.63110
H -1.18425 1.09411 1.83985
H 0.67184 0.62982 1.42688
```

HOMO-LUMO gap ... 9.29 eV
Highest occupied orbital energy ... -8.50 eV
Energy ... -19732.2906 eV
SMILES ... CNC[C@@]1(CO)CS1
Net charge ... 0
ΔE to the lowest compared entry with this formula, charge and spin ... 463.6 kJ/mol

Record 4
Below is 10 unconnected molecules or ions with the total composition C20H53F4N9O18S4, with properties calculated with ωB97M-V with the def2-TZVPD basis set.

XYZ file:
```
108
Properties=species:S:1:pos:R:3
C -22.48795 -3.34299 -22.01021
C -23.35274 -2.75703 -23.14449
O -23.89066 -1.50588 -22.95284
H -21.48575 -2.91816 -21.95348
H -22.31866 -4.40332 -22.19766
H -22.82764 -3.30510 -20.97519
H -24.24207 -3.32627 -23.41496
H -22.77969 -2.92775 -24.05584
C -29.95841 -0.93366 -15.45195
C -29.21157 -0.93350 -16.85146
O -29.77308 -1.02834 -17.93329
N -27.75605 -0.39666 -16.79704
H -27.71795 0.61252 -16.78261
H -27.31930 -0.62159 -15.91458
C -26.92881 -0.90120 -17.94842
H -29.51659 -1.72826 -14.85070
H -31.01159 -1.17236 -15.60010
H -29.94259 0.04083 -14.96388
H -27.31227 -0.57943 -18.91668
H -26.76773 -1.97557 -17.85966
H -26.00215 -0.32905 -17.90289
C -20.56504 2.66511 -22.65577
C -21.49995 3.53477 -23.53586
O -21.36244 4.72551 -23.50124
N -22.37236 2.92957 -24.56428
H -22.50850 2.00366 -24.18449
H -23.35271 3.17112 -24.53820
C -21.72847 2.81200 -26.00677
H -21.12320 1.88651 -22.13583
H -20.00252 3.31112 -21.98171
H -19.87317 2.05364 -23.23504
H -21.48707 3.78749 -26.42896
H -22.53856 2.45818 -26.64447
H -20.95597 2.05009 -26.11097
C -28.09166 -7.06261 -30.76192
C -28.22257 -6.19536 -29.58314
O -29.09292 -5.30677 -29.49993
N -27.09224 -6.21899 -28.47966
H -26.30845 -6.80835 -28.72140
H -26.65609 -5.30810 -28.49194
C -27.43274 -6.90262 -27.19681
H -28.58337 -8.03439 -30.71767
H -27.08957 -7.40068 -31.02580
H -28.46846 -6.63088 -31.68914
H -28.21196 -6.25416 -26.79627
H -26.54657 -6.69715 -26.59633
H -27.66719 -7.92005 -27.50979
C -15.79741 -2.89586 -26.50538
C -16.97069 -3.90614 -26.39900
O -17.31083 -4.46821 -25.34624
N -17.73548 -4.29901 -27.71424
H -17.20163 -4.28536 -28.57153
H -18.13203 -5.22785 -27.70421
C -18.93338 -3.38514 -28.05603
H -16.14287 -2.13265 -27.20269
H -14.90845 -3.23753 -27.03559
H -15.45920 -2.40284 -25.59398
H -18.83716 -2.34266 -27.75259
H -19.72086 -3.94139 -27.54755
H -19.21406 -3.46760 -29.10603
C -31.26382 -0.79661 -23.37634
C -29.91705 -1.40016 -23.65122
O -29.47329 -2.45016 -23.28030
N -28.94268 -0.47777 -24.42581
H -29.31791 0.45639 -24.34445
H -27.98913 -0.37173 -24.11024
C -28.85483 -0.92323 -25.82329
H -31.18689 0.09638 -22.75605
H -31.70404 -1.50481 -22.67437
H -31.92180 -0.58795 -24.21991
H -28.61711 -1.98359 -25.73823
H -27.97181 -0.37841 -26.15728
H -29.73593 -0.69929 -26.42463
C -16.25215 -8.21322 -20.78679
C -17.57709 -8.00651 -19.98752
O -18.60723 -8.59624 -20.24490
N -17.51480 -7.06302 -18.74075
H -16.91873 -7.65156 -18.17647
H -17.14027 -6.14436 -18.93023
C -18.90127 -6.80476 -18.17148
H -16.45146 -8.45397 -21.83102
H -15.64311 -9.07287 -20.50719
H -15.65095 -7.31589 -20.64037
H -19.40361 -7.76236 -18.03451
H -19.43638 -6.20843 -18.91051
H -18.91366 -6.34800 -17.18188
N -26.57378 -8.86395 -18.98191
S -27.41252 -7.72470 -19.28266
O -27.86075 -7.56898 -20.66894
O -27.25031 -6.58994 -18.42056
F -28.82432 -8.35193 -18.79288
S -25.23979 -8.15830 -19.64132
O -24.66363 -7.10642 -18.80524
O -25.10707 -8.08505 -21.14500
F -24.20859 -9.46657 -19.21112
N -15.55563 -2.76004 -18.67111
S -15.86159 -1.42483 -19.22472
O -16.16510 -1.19742 -20.64193
O -15.56629 -0.26015 -18.36158
F -17.41654 -1.62020 -18.72470
S -14.03558 -2.63927 -19.32025
O -13.16240 -1.70329 -18.66615
O -13.86389 -2.90125 -20.72462
F -13.54554 -4.02789 -18.66556
N -24.38944 -1.24876 -30.20821
O -23.37612 -0.63084 -30.62741
O -24.23749 -2.12193 -29.33813
O -25.47029 -1.11045 -30.72302
```

HOMO-LUMO gap ... 3.29 eV
Highest occupied orbital energy ... -8.43 eV
Energy ... -126036.7032 eV
Net charge ... +2
ΔE to the lowest compared entry with this formula, charge and spin ... 1536.1 kJ/mol

Record 5
Below is a single C6H12O molecule, with properties calculated with ωB97M-V with the def2-TZVPD basis set.

XYZ file:
```
19
Properties=species:S:1:pos:R:3
C -0.76270 2.13335 0.59814
O -0.44756 1.09721 -0.29558
C 0.69768 0.33471 0.07619
C 0.38338 -0.63970 1.23854
C -0.56715 -1.75324 0.80554
C 1.28082 -0.50166 -0.99236
C 0.51358 -0.49340 -2.24925
H 0.11552 2.76433 0.80984
H -1.15635 1.76141 1.55546
H -1.53110 2.74965 0.12446
H 1.49171 1.02573 0.41566
H 1.32616 -1.05558 1.60408
H -0.05994 -0.06635 2.06067
H -1.49348 -1.33461 0.39939
H -0.82251 -2.40620 1.64520
H -0.10492 -2.37385 0.02839
H 0.72253 -1.35403 -2.89150
H -0.55918 -0.27154 -2.18580
H 0.97354 0.38377 -2.74707
```

HOMO-LUMO gap ... 8.66 eV
Highest occupied orbital energy ... -8.31 eV
Energy ... -8460.1908 eV
Net charge ... 0
ΔE to the lowest compared entry with this formula, charge and spin ... 401.7 kJ/mol

Record 6
Below is a single C6H9N2O2P molecule, with properties calculated with ωB97M-V with the def2-TZVPD basis set.

XYZ file:
```
20
Properties=species:S:1:pos:R:3
C -0.16813 -2.14459 -1.12185
C 0.24927 -0.84089 -0.46467
C 1.07314 0.03185 -1.11532
C 1.29111 1.30794 -0.51569
C 0.01083 2.08843 -0.74030
O -0.11989 2.95471 -1.58824
N -0.99154 1.63223 0.06001
C -0.89640 0.67785 1.05085
O -1.43031 0.79618 2.11187
N -0.31559 -0.53210 0.77020
P -0.15629 -1.64505 2.17126
H 0.63770 -2.78113 -1.30900
H -0.61770 -2.08196 -2.14106
H -0.63190 -2.83081 -0.48847
H 1.39088 -0.19932 -2.18120
H 1.57689 1.21695 0.59011
H 2.09373 1.90824 -1.02956
H -1.68662 2.27777 0.31581
H -1.41468 -1.36033 2.63140
H 0.10548 -0.47599 2.99386
```

HOMO-LUMO gap ... 9.71 eV
Highest occupied orbital energy ... -9.02 eV
Energy ... -22731.0567 eV
SMILES ... CC1=CCC(=O)NC(=O)N1P
Net charge ... 0
ΔE to the lowest compared entry with this formula, charge and spin ... 101.4 kJ/mol